Record 1
The following is a quantum chemistry calculation of a structure of composition C13H30LiN2O7 in a non-equilibrium geometry, from OMol25.

CARTESIAN COORDINATES (ANGSTROEM)
1 Li 0.2016 2.0174 -0.0766
2 C 1.9568 2.1859 3.6574
3 O 1.9841 2.4264 4.8521
4 O 1.8476 1.1209 3.0945
5 O 1.8854 3.1317 2.9226
6 C 1.5661 1.1205 -3.0949
7 O 0.7910 2.0945 -2.5024
8 C 0.8113 3.3566 -3.2234
9 C 0.0530 4.4679 -2.4513
10 N -1.3684 3.9568 -2.2015
11 C -2.2369 4.5072 -1.1379
12 C -3.7273 4.4438 -1.3104
13 O -4.0104 3.5032 -2.3391
14 C -5.0945 2.5940 -2.1850
15 H 2.6313 1.3322 -3.1871
16 H 1.3354 1.2048 -4.1569
17 H 1.3811 0.1917 -2.5553
18 H 0.4061 3.2946 -4.2334
19 H 1.7958 3.8002 -3.3719
20 H -0.1659 5.3896 -2.9905
21 H 0.7340 4.7677 -1.6548
22 H -1.7551 3.9278 -3.1340
23 H -1.9356 5.5512 -1.0517
24 H -2.0069 3.9570 -0.2254
25 H -4.1167 5.3848 -1.6990
26 H -4.1572 4.2042 -0.3378
27 H -4.9321 2.0380 -1.2617
28 H -5.1865 1.9476 -3.0578
29 H -6.0762 3.0477 -2.0486
30 C 4.1871 -4.4445 4.5860
31 O 3.0194 -4.5366 3.7799
32 C 3.2985 -4.5665 2.3758
33 C 1.9422 -4.5951 1.5193
34 N 0.8969 -3.7641 2.0129
35 C -0.3787 -4.0821 1.4147
36 C -1.3518 -2.9231 1.3590
37 O -0.8059 -1.9241 0.3998
38 C -1.0490 -2.3004 -0.9639
39 H 3.9669 -4.0015 5.5572
40 H 5.0971 -4.1171 4.0831
41 H 4.4300 -5.4821 4.8151
42 H 3.7673 -5.5423 2.2489
43 H 3.8424 -3.6841 2.0384
44 H 1.5207 -5.5695 1.7663
45 H 2.1157 -4.4811 0.4492
46 H 0.9953 -2.7832 1.7933
47 H -0.8351 -4.8744 2.0081
48 H -0.2945 -4.5511 0.4343
49 H -1.4794 -2.4631 2.3389
50 H -2.3517 -3.2267 1.0491
51 H -0.4935 -3.2157 -1.1677
52 H -0.5782 -1.5484 -1.5971
53 H -2.0725 -2.2894 -1.3387

Forces on atoms 1 to 3 (eV/Å):
0.499 0.125 0.449
-0.951 -1.148 1.616
0.706 -0.086 4.852

DFT total energy in Eh: -1156.7676
ΔE to the lowest compared entry with this formula, charge and spin in kcal/mol: 201.89
E_LUMO in eV: 2.007
HOMO in eV: -0.60
HOMO-LUMO gap in eV: 2.609
Total charge: -1

Here are the Löwdin charges for atoms 1 to 6, given in e: 0.61, -1.27, -0.07, -0.11, -0.07, -0.14

---

Record 2
The following is a quantum chemistry calculation of an isolated molecule of C12H15N in a non-equilibrium geometry, from OMol25.

CARTESIAN COORDINATES (ANGSTROEM)
1 C 0.7862 1.1701 -1.2614
2 C 1.3880 -0.3304 -1.3809
3 C 2.2228 -0.5107 -0.0219
4 C 1.8666 0.7451 0.8632
5 C 0.5632 1.2296 0.2680
6 C -0.6320 0.3207 0.6051
7 C -1.6205 0.5465 1.6217
8 C -2.6722 -0.3406 1.8322
9 C -2.7214 -1.4722 1.0763
10 C -1.7902 -1.7368 0.0581
11 C -0.7589 -0.8209 -0.1883
12 C 0.1884 -1.3061 -1.3151
13 H 1.7141 3.1305 -1.4289
14 H 2.7012 1.6622 -1.2477
15 H -0.1448 1.2894 -1.7575
16 H 2.0623 -0.3457 -2.2317
17 H 3.3512 -0.6088 -0.2131
18 H 1.9859 -1.4193 0.5942
19 H 2.6251 1.4779 0.8621
20 H 1.6959 0.3876 1.9191
21 H 0.2746 2.2606 0.5196
22 H -1.6404 1.5278 2.1274
23 H -3.5062 -0.3245 2.5459
24 H -3.3477 -2.3121 1.3424
25 H -1.9530 -2.6817 -0.5204
26 H -0.1369 -1.3577 -2.3628
27 H 0.4859 -2.3065 -1.0377
28 N 1.8447 2.0934 -1.7218

Forces on atoms 1 to 3 (eV/Å):
2.054 -1.241 1.222
-0.250 0.839 2.142
1.152 0.368 -0.065

DFT total energy in Eh: -520.9839
ΔE to the lowest compared entry with this formula, charge and spin in kcal/mol: 33.56
E_LUMO in eV: 0.960
HOMO in eV: -8.87
HOMO-LUMO gap in eV: 9.825

Here are the Löwdin charges for atoms 1 to 6, given in e: -0.31, -0.22, -0.12, -0.15, -0.25, -0.12

---

Record 3
The following is a quantum chemistry calculation of a structure of composition C4H24BO20 in a non-equilibrium geometry, from OMol25.

CARTESIAN COORDINATES (ANGSTROEM)
1 O 0.2061 0.1956 3.4244
2 C 0.6611 0.3496 2.2594
3 O 0.0751 0.9016 1.3044
4 B 0.6651 0.4766 -0.0036
5 O 1.6671 -0.5164 0.4164
6 C 1.6451 -0.5824 1.6794
7 O 2.1121 -1.5764 2.1324
8 O 1.3711 1.5126 -0.6736
9 C 0.9421 1.5846 -1.8466
10 O 1.5351 2.1566 -2.7336
11 C -0.0469 0.6246 -1.9946
12 O -0.3369 0.0016 -0.9276
13 O -0.7819 0.5936 -3.0076
14 O 1.2241 -1.5754 -3.3626
15 H 1.5571 -2.2704 -3.9776
16 H 1.0581 -0.7894 -3.8956
17 O -1.9909 3.0386 -3.2576
18 H -1.5719 2.5526 -3.8986
19 H -1.5189 3.8436 -3.3056
20 O 1.5891 -4.5954 1.4584
21 H 1.7991 -4.6744 0.5074
22 H 1.8991 -3.7084 1.5834
23 O 0.5451 -3.0464 3.8904
24 H 1.2451 -2.5514 3.4834
25 H -0.1709 -2.4084 3.7744
26 O 1.5291 0.6716 -5.1936
27 H 1.4671 1.0066 -6.0966
28 H 1.7841 1.4216 -4.6446
29 O 2.3861 -2.5864 -1.1086
30 H 2.3721 -1.9374 -0.4406
31 H 2.0191 -2.0734 -1.8056
32 O -2.2459 1.8196 2.9724
33 H -1.9539 2.4626 2.3074
34 H -1.5199 1.1816 3.0344
35 O -1.7969 1.1306 -5.5166
36 H -1.2799 0.6196 -4.8676
37 H -1.2579 1.8786 -5.7466
38 O -0.5869 -0.2104 6.0314
39 H 0.0931 -0.1094 5.3554
40 H -1.2109 0.4926 5.8524
41 O -0.9449 3.7456 0.7954
42 H -1.1539 4.4656 0.1704
43 H -1.1849 2.9186 0.4054
44 O -2.3509 -0.7234 1.4924
45 H -2.4969 0.0996 1.0264
46 H -1.7699 -1.2454 0.9154
47 O -1.8319 -1.8974 4.0534
48 H -2.1069 -1.3494 3.3464
49 H -1.3379 -1.3184 4.6324

Forces on atoms 1 to 3 (eV/Å):
1.656 1.424 -3.051
-1.619 -2.422 5.601
-1.461 2.292 -2.546

DFT total energy in Eh: -1696.7570
ΔE to the lowest compared entry with this formula, charge and spin in kcal/mol: 69.58
E_LUMO in eV: 1.588
HOMO in eV: -7.19
HOMO-LUMO gap in eV: 8.781
Total charge: -1

Here are the Löwdin charges for atoms 1 to 6, given in e: 0.09, -0.34, 0.26, -0.87, 0.25, -0.40

---

Record 4
The following is a quantum chemistry calculation of a structure of composition C9H18ClFGaO7PS3 in a non-equilibrium geometry, from OMol25.

CARTESIAN COORDINATES (ANGSTROEM)
1 O 1.8941 0.9048 -0.4973
2 C 1.8891 0.7860 -1.7527
3 O 2.5444 1.5497 -2.5045
4 Ga 0.8395 -0.7094 -2.6858
5 F 0.5093 -0.2879 -4.4497
6 S 1.9770 -2.7004 -2.4278
7 P -1.3142 -0.9640 -1.6901
8 O -1.9848 0.6101 -1.7532
9 Cl -1.0315 -1.4523 0.3449
10 H 2.7724 -2.4537 -1.3764
11 H -1.6179 0.9769 -2.5653
12 C -6.5780 -2.3433 0.6462
13 C -6.6105 -0.8166 0.4940
14 C -5.3795 -0.4090 -0.3268
15 S -4.9837 -1.8141 -1.3730
16 O -3.7151 -2.3312 -0.9661
17 O -5.2816 -1.4885 -2.7452
18 C -6.2731 -2.8951 -0.7430
19 H -7.5208 -2.7330 1.0332
20 H -5.7843 -2.6265 1.3409
21 H -7.5216 -0.5247 -0.0355
22 H -6.6195 -0.3144 1.4616
23 H -5.5748 0.4557 -0.9547
24 H -4.5145 -0.2178 0.3058
25 H -5.9146 -3.9214 -0.7327
26 H -7.1368 -2.8049 -1.4035
27 C 6.3164 2.8887 1.3775
28 C 4.8302 2.9975 1.7351
29 C 4.1934 1.6220 1.5079
30 S 5.5035 0.4215 1.7604
31 O 5.7942 -0.2495 0.5231
32 O 5.2674 -0.3201 2.9815
33 C 6.8098 1.6181 2.0587
34 H 6.8801 3.7635 1.7078
35 H 6.4298 2.8026 0.2948
36 H 4.7341 3.2846 2.7876
37 H 4.3253 3.7571 1.1398
38 H 3.3907 1.4215 2.2102
39 H 3.8144 1.5182 0.4806
40 H 7.7478 1.2425 1.6543
41 H 6.8942 1.7565 3.1372

Forces on atoms 1 to 3 (eV/Å):
-0.311 -0.500 0.418
0.623 0.726 -0.039
0.050 0.063 -0.554

DFT total energy in Eh: -4901.2661
ΔE to the lowest compared entry with this formula, charge and spin in kcal/mol: 0.00
E_LUMO in eV: 3.772
HOMO in eV: 0.38
HOMO-LUMO gap in eV: 3.394
Total charge: -2

Here are the Löwdin charges for atoms 1 to 6, given in e: -0.19, -0.82, -0.18, -0.01, -0.41, 0.21

---

Record 5
The following is a quantum chemistry calculation of a cluster of 2 separate species, C3H3Cl3 in total in a non-equilibrium geometry, from OMol25.

CARTESIAN COORDINATES (ANGSTROEM)
1 C -0.0176 1.9654 -0.4795
2 C -0.4731 0.9426 0.0263
3 C -1.2958 -0.1030 0.5483
4 Cl 2.8953 -1.5348 -0.3926
5 Cl -0.6959 -1.7527 0.2502
6 Cl -2.8913 0.0253 -0.2801
7 H 3.5896 -2.5618 -0.5033
8 H 0.3431 2.8983 -0.8449
9 H -1.4543 0.1207 1.6756

Forces on atoms 1 to 3 (eV/Å):
-1.077 -2.540 1.501
1.550 3.149 -1.838
-0.911 0.068 1.568

DFT total energy in Eh: -1496.6019
ΔE to the lowest compared entry with this formula, charge and spin in kcal/mol: 39.12
E_LUMO in eV: 0.732
HOMO in eV: -10.51
HOMO-LUMO gap in eV: 11.238

Here are the Löwdin charges for atoms 1 to 6, given in e: 0.14, -0.28, -1.11, 0.29, 0.55, 0.55

---

Record 6
The following is a quantum chemistry calculation of an isolated molecule of CH4N2O2 in a non-equilibrium geometry, from OMol25.

CARTESIAN COORDINATES (ANGSTROEM)
1 C 0.5748 -0.5800 1.3702
2 N -0.5572 0.2170 -1.5469
3 N -0.1375 0.3752 0.7240
4 O 1.7846 -0.7036 1.3868
5 O 0.1931 0.9788 -0.5029
6 H -0.0421 -1.1739 2.1411
7 H -0.7309 0.9257 -2.1863
8 H 0.1291 -0.4939 -2.0350
9 H -1.2139 0.4546 0.6490

Forces on atoms 1 to 3 (eV/Å):
1.003 -0.724 1.918
2.333 -2.564 1.333
-3.904 1.476 -1.813

DFT total energy in Eh: -300.3570
ΔE to the lowest compared entry with this formula, charge and spin in kcal/mol: 82.00
E_LUMO in eV: 0.831
HOMO in eV: -10.02
HOMO-LUMO gap in eV: 10.850

Here are the Löwdin charges for atoms 1 to 6, given in e: -0.37, 0.05, -0.02, 0.02, -0.17, 0.15

---

> The lowest DFT total energy belongs to which entry?

C9H18ClFGaO7PS3